[1]
14
Properties=species:S:1:pos:R:3:forces:R:3:mulliken_charge:R:1 method="wB97M-V/def2-TZVPD" gap_ha=0.271 smiles="C#CC1=CC(=C)C=C1" max_force_ha_per_bohr=0.17344
C 3.041 -1.340 0.199 -6.9 0.8 -0.7 -0.301
C 1.755 -1.198 -0.086 8.4 -1.0 2.9 -0.522
C 0.389 -0.727 -0.045 2.3 0.3 0.2 0.580
C 0.026 0.303 0.761 2.7 0.3 3.1 -0.362
C -1.156 1.003 0.321 -0.9 -0.2 -0.7 0.419
C -1.542 2.291 0.586 0.3 2.0 -0.8 -0.540
C -1.613 0.005 -0.746 -0.2 0.5 -2.8 -0.612
C -0.601 -0.912 -1.018 -4.9 0.0 -1.6 -0.354
H 4.079 -1.433 0.667 -2.1 0.0 -1.4 0.341
H 0.630 0.424 1.723 -0.9 0.6 -1.6 0.306
H -0.841 3.106 1.154 -1.8 -2.6 -1.0 0.218
H -2.448 2.860 0.038 2.1 -1.8 1.3 0.241
H -2.346 0.194 -1.610 0.7 -0.1 1.9 0.269
H -0.866 -1.707 -1.805 1.4 1.3 1.3 0.317

[2]
29
Properties=species:S:1:pos:R:3:forces:R:3:mulliken_charge:R:1 method="wB97M-V/def2-TZVPD" gap_ha=0.270 charge=-1 max_force_ha_per_bohr=0.00880
Bi 0.285 0.076 -1.302 0.2 0.2 -0.1 1.174
Br -2.598 -3.309 -2.487 0.0 0.0 0.0 -0.084
C -1.841 -4.364 -1.073 0.0 0.0 0.0 -0.431
Br -1.443 -3.305 0.486 0.0 0.0 0.0 -0.086
H -0.908 -4.777 -1.429 0.0 0.0 0.0 0.258
H -2.566 -5.112 -0.787 0.0 0.0 0.0 0.368
O 1.022 -3.792 -1.971 0.1 0.2 -0.1 -0.613
Cl 1.811 -2.730 -2.548 0.1 0.1 -0.2 1.670
O 2.646 -3.229 -3.601 -0.2 0.1 0.3 -0.679
O 2.595 -2.083 -1.517 -0.2 -0.1 -0.1 -0.684
O 0.899 -1.711 -3.121 0.0 -0.2 0.4 -0.544
Cl 0.481 2.901 5.669 0.0 0.0 -0.1 -0.253
C 0.380 2.620 3.945 0.1 0.1 0.0 0.153
C 1.122 3.424 3.068 0.0 0.0 0.1 -0.450
C 1.061 3.212 1.717 0.0 -0.1 0.0 -0.562
C 0.265 2.178 1.149 0.0 0.1 0.0 0.409
O 0.280 2.034 -0.140 0.0 -0.3 0.2 -0.757
C -0.509 1.405 2.060 0.1 0.0 0.0 0.925
C -1.469 0.406 1.637 -0.1 0.0 0.0 -0.146
O -1.756 0.108 0.492 0.0 -0.1 0.0 -0.494
C -0.422 1.636 3.446 -0.1 -0.1 0.0 -0.819
H 1.745 4.211 3.474 0.0 0.0 0.0 0.387
H 1.630 3.822 1.028 0.0 0.0 0.0 0.419
H -1.996 -0.106 2.467 0.0 0.1 0.0 0.311
H -1.018 1.027 4.117 0.0 0.0 0.0 0.336
Se -1.804 0.629 -2.796 -0.2 0.0 -0.4 -0.238
Se -0.971 2.096 -4.448 0.0 0.0 0.2 -0.131
Se 1.106 1.156 -4.821 -0.1 0.0 0.0 -0.151
Se 1.974 1.578 -2.713 0.1 0.1 -0.1 -0.289

[3]
32
Properties=species:S:1:pos:R:3:forces:R:3:mulliken_charge:R:1 method="wB97M-V/def2-TZVPD" gap_ha=0.255 charge=+2 max_force_ha_per_bohr=0.01191
Ti 0.470 -0.686 -0.231 -0.3 -0.4 -0.2 0.630
F 4.844 -1.333 -0.179 0.0 0.1 0.0 -0.162
C 4.750 -0.110 -0.655 0.2 -0.2 0.1 0.600
F 5.255 -0.013 -1.853 -0.1 0.0 0.0 -0.132
F 5.242 0.772 0.169 -0.1 0.0 0.0 -0.138
S 2.904 0.200 -0.804 -0.1 0.3 -0.4 1.123
O 2.250 -0.720 -1.738 0.0 0.0 0.0 -0.596
O 2.236 -0.150 0.510 0.0 0.0 0.6 -0.475
N 2.768 1.702 -1.126 0.1 -0.1 0.0 -0.481
S 1.279 2.268 -1.106 0.2 0.2 -0.1 1.234
O 0.339 1.085 -1.139 -0.3 -0.3 0.1 -0.463
O 1.028 3.285 -2.040 0.0 0.0 0.0 -0.498
C 1.050 2.940 0.643 0.0 0.0 0.2 0.721
F 0.421 1.994 1.360 0.0 0.0 -0.1 -0.189
F 0.316 4.015 0.585 0.0 0.0 -0.1 -0.168
F 2.227 3.179 1.168 -0.1 0.0 0.0 -0.187
O -5.280 -0.743 1.836 -0.1 0.0 0.1 -0.449
C -4.103 -0.632 1.279 0.2 0.0 -0.1 0.901
C -3.876 -0.140 -0.019 -0.1 0.0 0.0 -0.611
C -2.598 -0.071 -0.497 0.0 0.0 0.0 -0.760
N -1.538 -0.472 0.245 0.1 0.2 0.0 0.195
C -1.780 -0.921 1.481 0.2 0.0 0.0 0.215
Br -0.127 -1.384 2.327 -0.1 0.1 -0.1 -0.005
C -2.997 -1.034 2.062 -0.1 0.0 0.1 -0.452
H -6.016 -0.453 1.277 0.0 0.0 0.0 0.347
H -4.699 0.189 -0.640 0.0 0.0 0.0 0.398
H -2.381 0.308 -1.487 0.0 0.0 0.0 0.539
H -3.140 -1.402 3.068 0.0 0.0 0.0 0.520
I -1.102 -3.845 -0.529 -0.1 0.0 0.1 0.237
C 0.415 -2.521 -1.079 0.2 0.3 -0.2 -0.967
H 0.460 -2.412 -2.164 0.0 0.0 0.0 0.541
H 1.386 -2.893 -0.723 0.0 0.0 0.0 0.531

[4]
19
Properties=species:S:1:pos:R:3:forces:R:3:mulliken_charge:R:1 method="wB97M-V/def2-TZVPD" gap_ha="0.272 / 0.272" max_force_ha_per_bohr=0.08148
C 0.500 -0.633 -1.652 -0.6 0.5 3.3 -0.400
C 1.165 0.915 1.021 3.2 2.7 0.3 -0.414
C 0.556 -1.498 -0.649 -0.7 0.2 0.5 -0.785
C 1.057 -0.337 1.424 -1.3 0.5 -1.0 -0.861
C 0.069 0.764 -1.395 0.1 -0.2 -2.8 -0.022
C 0.373 1.545 -0.093 1.0 -0.4 1.5 0.253
C 0.086 -1.270 0.794 -1.1 1.4 -1.9 0.469
C -0.903 0.978 -0.294 -2.9 1.4 -0.9 -0.511
O -2.201 -0.126 1.814 0.3 0.3 0.2 -0.561
O -2.309 -1.215 -0.403 -0.5 -0.4 -0.5 -0.573
S -1.604 -0.463 0.569 0.9 0.5 0.0 1.170
Cl -0.241 -2.688 1.698 0.1 -1.0 0.4 -0.127
Cl -2.649 2.920 -0.092 1.8 -2.3 -0.4 -0.289
H 0.809 -1.012 -2.563 0.5 0.0 -1.9 0.530
H 2.108 1.526 1.405 -2.3 -1.3 -0.7 0.238
H 0.861 -2.457 -0.902 0.6 -1.8 0.0 0.455
H 1.675 -0.817 2.100 1.4 -0.4 1.4 0.547
H 0.262 1.284 -2.390 -1.1 0.3 1.8 0.382
H 0.385 2.587 -0.393 0.5 0.1 0.6 0.500

[5]
31
Properties=species:S:1:pos:R:3:forces:R:3:mulliken_charge:R:1 method="wB97M-V/def2-TZVPD" gap_ha=0.293 max_force_ha_per_bohr=0.00515
Cu -0.846 0.475 0.711 0.1 0.1 0.1 0.039
F -2.596 -2.734 -2.132 0.0 0.0 0.0 -0.223
C -2.921 -1.444 -2.077 0.0 0.0 -0.1 0.682
F -1.846 -0.726 -2.410 0.1 0.1 0.0 -0.191
F -3.889 -1.202 -2.949 0.0 0.0 0.0 -0.232
S -3.472 -1.023 -0.367 -0.1 -0.1 0.0 1.113
O -2.242 -1.141 0.404 0.1 0.1 0.0 -0.641
O -4.530 -1.928 -0.087 0.0 0.0 0.0 -0.626
N -4.011 0.445 -0.466 0.0 -0.1 -0.1 -0.401
S -3.134 1.735 -0.438 0.0 0.2 0.1 1.409
O -2.456 2.065 -1.653 0.0 0.0 -0.1 -0.602
O -2.329 1.863 0.787 0.0 -0.2 -0.1 -0.781
C -4.464 2.989 -0.212 0.1 0.1 0.0 0.550
F -5.285 2.972 -1.251 0.0 0.0 0.0 -0.206
F -5.149 2.765 0.899 0.0 0.0 0.0 -0.209
F -3.886 4.186 -0.133 0.0 0.0 0.0 -0.203
N 5.824 -1.374 1.590 0.0 0.0 0.0 -0.277
C 5.228 -0.998 0.449 -0.2 -0.1 0.1 0.151
S 6.025 -0.961 -0.980 0.1 0.0 -0.1 -0.373
C 3.768 -0.641 0.564 0.1 0.0 -0.1 1.285
C 3.064 -0.273 -0.577 -0.1 0.0 0.1 -0.697
C 1.728 0.059 -0.477 0.0 0.0 0.0 -0.137
N 1.062 0.046 0.685 -0.1 0.0 0.0 -0.387
C 1.732 -0.309 1.784 0.0 0.0 0.0 -0.283
C 3.069 -0.655 1.767 0.0 0.0 0.0 -0.711
H 6.795 -1.633 1.557 0.0 0.0 0.0 0.206
H 5.347 -1.419 2.471 0.0 0.0 0.0 0.140
H 3.564 -0.249 -1.533 0.0 0.0 0.0 0.402
H 1.162 0.348 -1.352 0.0 0.0 0.0 0.488
H 1.174 -0.316 2.710 0.0 0.0 0.0 0.469
H 3.515 -0.922 2.715 0.0 0.0 0.0 0.246

[6]
17
Properties=species:S:1:pos:R:3:forces:R:3:mulliken_charge:R:1 method="wB97M-V/def2-TZVPD" gap_ha="0.268 / 0.227" max_force_ha_per_bohr=0.08557
C -2.242 0.470 1.069 -3.3 -1.2 2.7 -0.319
C -1.503 1.516 0.700 2.6 -2.2 -0.5 -0.738
C -1.664 -0.800 1.226 -1.4 -1.1 -0.3 -0.564
C -0.182 1.293 0.353 -1.7 -1.0 -0.3 -0.503
C -0.354 -1.008 0.852 -0.4 -2.1 1.4 -0.402
C 0.420 0.027 0.321 -0.1 0.4 1.4 1.623
C 1.695 -1.044 -2.919 -2.3 -1.7 0.4 0.085
C 1.802 -0.184 0.231 1.5 2.2 -1.6 -0.578
O 0.783 -1.181 -3.653 0.8 0.5 0.0 -0.343
I 2.927 1.583 -0.593 -0.5 -1.3 0.7 -0.018
I 2.774 -1.949 0.037 0.3 -0.4 0.4 0.218
H -3.247 0.720 1.569 1.3 -0.9 -1.2 0.236
H -1.811 2.470 0.811 -1.2 3.0 0.0 0.482
H -2.317 -1.665 1.582 1.2 1.3 -0.3 0.278
H 0.203 2.188 0.087 2.5 2.2 -1.0 0.252
H 0.134 -1.967 1.215 -0.7 1.2 -1.1 0.053
H 2.583 -0.468 -2.887 1.3 1.2 -0.7 0.237

[7]
18
Properties=species:S:1:pos:R:3:forces:R:3:mulliken_charge:R:1 method="wB97M-V/def2-TZVPD" gap_ha="0.179 / 0.212" charge=-1 max_force_ha_per_bohr=0.13684 spin_multiplicity=3
C -1.453 1.514 0.386 -2.9 -5.8 -2.7 -0.563
C -0.453 2.354 0.708 2.5 -0.4 0.0 -0.520
C -1.409 0.128 -0.095 1.7 4.1 0.3 -0.545
C 0.899 1.949 0.627 -2.1 3.3 1.2 -0.174
C 0.482 -2.558 0.501 -1.9 0.7 -2.5 0.574
C -0.413 -0.511 -0.843 3.1 -1.3 0.4 0.516
C 1.450 1.058 -0.172 0.9 -3.4 -2.6 0.108
C -0.153 -2.013 -0.962 -2.1 0.0 -2.2 -0.730
O -0.386 -2.691 1.326 -1.1 -0.3 1.9 -0.645
O 1.654 -2.732 0.373 3.2 -0.6 0.5 -0.605
O 0.845 0.184 -1.072 -0.4 0.4 1.4 -0.353
I 3.609 0.949 -0.278 -1.1 0.0 -0.1 -0.029
H -2.480 1.794 0.290 -0.6 0.8 0.9 0.278
H -0.788 3.236 1.177 0.4 1.2 0.6 0.364
H -2.305 -0.376 -0.035 -1.9 -1.1 0.0 0.424
H 1.510 2.651 1.126 1.2 0.3 0.4 0.301
H 0.513 -2.291 -1.844 -0.4 0.8 1.4 0.300
H -1.123 -2.644 -1.215 1.5 1.5 0.9 0.298

[8]
18
Properties=species:S:1:pos:R:3:forces:R:3:mulliken_charge:R:1 method="wB97M-V/def2-TZVPD" gap_ha=0.393 smiles="C#C[C@H](C#N)[C@H](C#N)CC(=O)O" max_force_ha_per_bohr=0.15801
C -2.290 -1.215 1.411 2.9 4.5 -5.1 -0.212
C -1.958 -0.466 0.366 -0.5 -3.3 5.5 -0.389
C -1.205 0.412 -0.785 -1.1 -2.5 -0.5 0.157
C -1.866 -0.077 -2.194 -2.1 -1.1 -4.1 0.072
N -2.352 -0.469 -3.254 3.2 2.6 7.0 -0.435
C 0.370 -0.057 -0.879 -0.5 -1.1 0.4 0.095
C 0.333 -1.631 -1.315 -0.7 -4.4 -0.6 -0.033
N 0.197 -2.828 -1.559 1.0 7.8 1.6 -0.437
C 1.143 0.070 0.542 1.2 -0.1 0.5 -0.928
C 1.559 1.593 0.910 -1.3 1.7 -2.3 0.665
O 1.157 2.527 0.147 2.2 -3.7 4.0 -0.526
O 2.366 1.780 2.078 -1.6 -1.5 -2.3 -0.472
H -2.305 -1.733 2.451 -0.4 1.1 -2.7 0.331
H -1.294 1.544 -0.613 0.0 -1.9 -0.3 0.480
H 0.877 0.597 -1.682 -0.8 -1.3 1.3 0.492
H 2.142 -0.537 0.485 -1.8 1.0 0.0 0.429
H 0.561 -0.385 1.432 0.6 0.7 -1.6 0.355
H 2.564 0.874 2.457 -0.4 1.4 -0.6 0.356

[9]
18
Properties=species:S:1:pos:R:3:forces:R:3:mulliken_charge:R:1 method="wB97M-V/def2-TZVPD" gap_ha="0.340 / 0.249" max_force_ha_per_bohr=0.08026 spin_multiplicity=3
C -1.089 2.400 -0.619 -0.2 -0.7 0.9 0.230
C 1.339 0.573 -1.337 -0.9 -0.9 0.8 0.000
C -0.406 -0.993 -1.813 1.6 1.1 1.4 0.396
C -0.490 1.019 1.367 0.0 -2.2 -1.4 -0.092
C 1.103 -1.348 0.235 -3.2 -2.6 -0.2 -0.538
C -0.042 -1.329 1.333 -1.3 -0.7 -2.0 -0.427
C -1.104 1.177 0.095 -0.9 0.6 -0.2 -0.332
C 0.578 -0.494 -0.840 0.6 -1.8 -3.2 0.163
N -1.020 3.396 -1.192 -0.1 0.5 -0.3 -0.383
N 1.926 1.529 -1.555 1.0 1.3 -0.5 -0.381
N -1.162 -1.096 -2.670 -0.6 -0.5 -0.4 -0.432
N -0.059 -0.078 1.895 0.5 2.4 1.9 -0.550
H -0.233 1.827 1.939 0.2 2.5 1.1 0.532
H 1.963 -0.900 0.664 1.0 -0.2 0.4 0.441
H 1.137 -2.476 -0.126 0.6 2.3 0.7 0.271
H -1.140 -1.495 0.996 1.8 -0.7 -0.2 0.339
H 0.248 -2.040 2.063 -0.1 -0.9 0.8 0.323
H -1.548 0.331 -0.435 0.0 0.5 0.4 0.440

[10]
24
Properties=species:S:1:pos:R:3:forces:R:3:mulliken_charge:R:1 method="wB97M-V/def2-TZVPD" gap_ha=0.239 charge=-1 max_force_ha_per_bohr=0.04371
Rh 0.486 -0.428 0.294 -1.6 0.6 1.4 0.246
N -1.349 -1.365 1.298 0.7 0.6 -0.3 -0.412
C -2.445 -0.948 0.414 -0.2 0.1 0.0 -0.336
C -2.266 0.535 0.133 0.1 -0.1 0.1 0.607
O -3.165 1.336 0.344 -0.1 0.0 -0.2 -0.680
N -1.039 0.828 -0.346 1.2 -1.2 -0.3 -0.253
C -0.576 2.181 -0.240 1.0 0.4 1.4 -0.645
C 0.161 2.349 1.158 -0.9 1.0 -1.8 0.788
O 0.356 3.488 1.550 0.2 -0.5 0.5 -0.702
O 0.475 1.233 1.702 0.4 -1.4 -0.2 -0.622
H -1.323 -2.372 1.392 0.3 0.0 0.0 0.254
H -1.442 -0.949 2.219 0.0 0.1 0.0 0.243
H -3.435 -1.108 0.843 0.0 0.0 0.0 0.351
H -2.354 -1.502 -0.521 0.0 -0.1 0.0 0.213
H -1.389 2.901 -0.264 -0.1 0.0 -0.2 0.356
H 0.186 2.407 -0.988 -0.2 0.0 -0.2 0.270
S 2.577 0.143 -0.651 -0.8 0.6 0.1 -0.319
C 3.214 -1.374 -0.101 -0.6 -0.8 -0.2 0.542
C 4.571 -1.393 0.320 0.5 0.0 0.2 -0.003
N 5.667 -1.379 0.672 0.0 0.0 -0.1 -0.458
C 2.472 -2.526 -0.098 0.6 0.8 -0.1 0.378
S 0.831 -2.582 -0.671 -0.7 0.6 -0.2 -0.341
C 3.030 -3.755 0.340 0.2 -0.4 0.3 -0.002
N 3.438 -4.766 0.712 0.0 0.1 -0.1 -0.472

[11]
18
Properties=species:S:1:pos:R:3:forces:R:3:mulliken_charge:R:1 method="wB97M-V/def2-TZVPD" gap_ha=0.279 smiles="[O-]C1=NC(=S)[C@H]2C=CCC=C2O1" charge=-1 max_force_ha_per_bohr=0.01726
O 0.507 3.509 1.880 0.0 0.1 -0.3 -0.632
C 0.178 2.407 1.507 0.4 0.7 -0.4 0.508
N -0.328 1.437 2.259 -0.4 -0.2 0.7 -0.579
C -0.263 0.180 1.897 0.4 -0.1 0.0 0.247
S -1.061 -1.043 2.672 -0.4 -0.6 0.4 -0.433
C 0.645 -0.124 0.694 -0.3 0.5 0.1 0.627
C 0.565 -1.522 0.197 0.1 -0.2 0.0 -0.773
C 0.047 -1.850 -0.975 0.1 0.0 -0.3 -0.555
C -0.524 -0.857 -1.940 0.0 0.1 0.1 -0.459
C -0.390 0.557 -1.465 0.2 0.1 -0.1 -0.674
C 0.164 0.882 -0.302 -0.1 -0.3 -0.3 0.237
O 0.251 2.180 0.106 0.2 0.1 0.0 -0.476
H 1.673 0.126 1.003 -0.1 0.0 -0.1 0.273
H 0.933 -2.281 0.875 0.0 -0.1 0.0 0.374
H 0.002 -2.888 -1.282 0.0 -0.1 0.1 0.350
H -0.046 -0.970 -2.924 -0.1 -0.1 0.0 0.297
H -1.591 -1.084 -2.087 0.1 0.0 -0.1 0.270
H -0.762 1.338 -2.113 -0.1 0.2 0.0 0.400

[12]
17
Properties=species:S:1:pos:R:3:forces:R:3:mulliken_charge:R:1 method="wB97M-V/def2-TZVPD" gap_ha="0.270 / 0.267" smiles="O=C=Cc1ccccc1.O=S" max_force_ha_per_bohr=0.09192
O -3.204 1.714 0.343 1.6 -1.0 -0.6 -0.392
C -2.294 1.209 -0.206 -3.7 2.4 1.7 0.776
C -1.360 0.690 -0.898 2.5 -0.3 1.9 -1.347
C -0.034 0.378 -0.379 1.7 -0.4 2.5 0.800
C 0.516 -0.918 -0.586 0.2 0.3 -0.9 -0.287
C 1.799 -1.310 -0.147 -1.5 1.1 -0.4 -0.632
C 2.419 -0.419 0.713 1.4 -1.5 0.4 -0.328
C 1.908 0.809 0.997 -0.3 2.4 1.0 -0.364
C 0.686 1.255 0.509 -0.6 -0.3 -1.0 -0.369
H -1.492 0.510 -1.868 -1.0 -0.7 -3.8 0.570
H -0.059 -1.636 -1.183 0.2 0.4 0.0 0.303
H 2.260 -2.209 -0.562 -0.2 0.1 0.7 0.365
H 3.284 -0.741 1.293 0.2 0.2 -0.6 0.326
H 2.493 1.545 1.613 -0.6 -1.1 -0.4 0.273
H 0.328 2.273 0.828 0.2 -1.2 -0.7 0.313
O -4.272 -1.253 -0.143 -1.4 0.7 0.2 -0.318
S -2.979 -1.896 -0.324 1.3 -0.9 -0.1 0.312